(1)
Below is a cluster of 5 separate species, C34H67ClIN5O13P in total at a distorted geometry, with properties calculated with wB97M-V/def2-TZVPD.

The charge is +1. The value obtained for the LUMO energy is -3.685 eV. The HOMO-LUMO gap comes out at 8.342 eV. For the total energy, the calculation gives -100314.044 eV. The value obtained for the HOMO energy is -12.027 eV.

Geometry as XYZ:
```
122
C34H67ClIN5O13P wB97M-V/def2-TZVPD
H 3.7938 4.5249 -1.9565
O -1.6779 -5.3707 -5.0851
H 2.0903 -5.2479 -5.8660
C -0.9393 5.7136 1.6028
O 2.2440 -7.6778 -1.9502
H 2.5034 1.3049 3.6307
H -4.0678 -0.3651 -8.5685
H -5.2000 1.4746 2.4689
H -2.3478 -0.2021 -8.1832
H 9.8304 -0.4615 4.9836
C 2.7913 4.3347 -2.4728
H 3.7442 2.2397 2.6421
N -4.9164 1.8361 1.5375
C -0.3578 -5.2192 -4.8981
H 0.4745 2.0382 3.4962
H 0.2584 4.6639 3.2703
C -2.4714 -4.3790 -4.4396
C 0.3582 6.6741 1.4787
O -3.0970 -1.4045 -4.6010
C -1.3708 1.2263 -0.1906
O -1.9163 0.2616 -5.5949
H 1.4050 3.4805 -0.8477
H -0.2410 1.2937 -0.2520
C 8.8522 -0.2490 4.5525
H 1.6612 -11.1837 -0.8417
N -1.3749 -0.3034 2.8715
H -0.9230 0.7956 6.3587
C 1.8049 -10.2223 -1.3348
H 3.0736 6.0774 -0.5645
H 2.3449 5.0677 0.7639
H -1.3375 5.4733 3.7659
C 0.3209 1.6137 2.4378
H 3.4661 3.0016 -4.1128
C 1.6930 -6.1704 -5.4376
H 2.0000 -6.2764 -4.3952
H -3.2191 4.0862 -1.5769
H 3.2912 0.4578 2.2189
C -2.2919 0.3725 1.9239
H -3.5354 1.0017 -7.5774
H 8.8748 -0.5170 3.4944
H 2.5702 5.1539 -3.2319
H 1.7397 3.1002 1.5375
H 1.8800 -5.4193 -0.5929
H -2.3271 -4.4157 -3.3568
C 4.4554 -1.5961 5.2077
H 4.3029 -1.9177 4.1750
I -1.9675 -2.2403 5.6957
O 0.1697 -4.3451 -4.2540
O 0.2699 -6.2062 -5.5500
C -2.3095 -1.2191 -3.4278
C 2.7578 -5.8458 -0.1026
C -4.0646 -1.3289 2.3694
O 2.0793 -9.2523 -0.3244
H 1.7584 2.5668 -3.5228
C -2.7783 -0.5797 -5.6140
H 0.8894 -9.9695 -1.8733
P -1.8677 -0.0217 4.5512
H -6.2882 3.4549 1.4349
C 6.6303 -0.8748 4.8216
O 7.8888 -1.0370 5.2512
N -1.9503 1.5572 1.1572
O -0.6581 0.8213 5.4060
H -1.8272 2.1757 -2.3331
H -0.9945 5.1061 0.6443
H -4.0138 0.8304 -0.2191
C -0.9365 2.4170 1.8367
C -0.8271 4.8545 2.9416
C 2.9117 1.4737 2.5749
N -5.4687 -3.2286 1.6385
O 5.8347 -1.6668 5.5578
H -3.5179 -4.5954 -4.6553
Cl 0.7317 -0.9799 1.2215
H -2.8312 3.7485 0.2841
H 2.0930 -7.0126 -6.0019
H 2.6468 -10.3095 -2.0242
H 3.6375 -5.7597 -0.7433
C -4.4679 0.6222 0.7980
C 0.0451 0.0528 2.6053
H 1.7352 1.5266 0.6097
H 0.6427 -0.2809 3.5273
C -1.5875 3.4505 2.9030
C 2.8025 2.9012 -3.1790
H -2.6527 -1.9343 -2.6792
H -0.4983 3.0971 1.0193
H 0.1476 6.6561 -0.8217
C 2.2789 -8.0124 -0.7929
H 1.2075 6.3768 2.1719
H -1.2556 -1.4168 -3.6350
C 2.0970 5.5805 -0.2356
H 4.0709 -0.5848 5.3581
C -2.6866 3.4523 -0.7969
H -5.6624 -3.9163 0.8943
H -1.7460 0.1962 -0.5160
O -3.5865 -0.8582 -6.6448
H -2.2380 -3.3895 -4.8265
H -5.0100 -1.0684 2.9484
H 8.6430 0.8152 4.6770
H 3.2562 2.0822 -2.5308
C -1.9547 2.3170 -1.2180
H -2.4431 -0.2112 -3.0273
H -6.0765 2.5632 -0.1549
H 1.4953 7.7147 -0.2127
H 0.0331 7.7426 1.7228
H 0.7306 4.8695 -1.8475
H -1.6922 2.9902 3.9361
C -3.3595 -0.0521 -7.8017
C 1.6900 1.9570 1.6577
O 6.2736 -0.1454 3.9301
N -3.5234 -0.1041 1.7283
H -3.3616 -1.8415 3.0960
C -4.4692 -2.4582 1.2896
H -1.8433 6.4214 1.5839
C 0.9577 6.7196 -0.0093
C 1.6641 4.4805 -1.3235
C -6.1722 2.4132 0.9646
H -7.0570 1.7634 1.2750
H 3.9109 -2.2744 5.8648
H -2.6423 3.6501 2.5144
H 2.9443 -5.2904 0.8168
O 2.5246 -7.2073 0.2522
H -5.4172 -0.0026 0.5998
H -3.9569 -2.5663 0.2778
```

(2)
Below is a structure of composition C34H68AsClF6NO8P2RbSSeSi3, with properties calculated with wB97M-V/def2-TZVPD.

The charge is -2. The value obtained for the LUMO energy is 3.098 eV. The HOMO-LUMO gap comes out at 3.886 eV. For the total energy, the calculation gives -262954.555 eV. The value obtained for the HOMO energy is -0.788 eV.

Geometry as XYZ:
```
127
C34H68AsClF6NO8P2RbSSeSi3 wB97M-V/def2-TZVPD
H 4.1213 3.6495 -2.6107
H 5.8582 -4.0368 -0.8008
H 0.0880 4.0805 -0.1854
C 1.0797 1.7265 5.4826
H -2.2055 4.4087 1.8367
C 3.6721 -0.6035 2.9503
H 3.0604 -3.8388 3.8752
O -0.7230 2.2533 3.9891
F -2.9008 -0.6450 -0.0924
H -2.1514 0.3615 -6.8884
H 2.6843 -4.5959 -3.4995
H -0.7943 -2.2986 1.5899
Si 2.4206 -4.5706 1.5721
C -1.1471 4.2956 -4.7912
Rb -0.4850 0.4979 -0.1921
C -2.7836 4.2553 -6.6017
H 4.7509 2.1513 -1.8844
C 2.2792 -4.1238 -2.5991
F -5.4442 1.1302 -1.0999
H -0.4709 0.4932 -6.3673
H -4.2606 0.8199 3.3253
H 0.5682 -6.2037 1.6355
H 6.1547 0.1121 0.9536
C -3.7708 1.3885 5.3590
H 3.9157 3.3603 -0.8754
H 6.2376 3.9524 5.2834
H 0.5605 0.6421 3.6845
H 5.1287 1.9742 1.6322
H 4.7402 -5.4440 1.9624
H -0.6371 4.9279 -2.7888
H 4.4170 -0.1501 3.6092
H 1.3652 -0.4654 -2.3493
H 4.0053 5.0883 5.2729
C -2.0524 4.9329 -5.6406
C 3.3487 4.1292 3.5054
C 5.1362 -4.3776 -1.5454
C 3.8141 -5.8411 1.5468
F -3.1515 1.3805 -1.0836
H 1.0612 -5.9097 -0.0339
C -0.8892 4.4552 0.1195
H 0.0696 -1.2036 -2.8443
H 6.0544 -1.1557 -0.2753
C -2.5804 2.8871 -6.7195
C -0.9851 2.9104 -4.9048
O 0.3580 2.7970 -2.3908
C 5.4648 -0.5269 0.3963
Se 0.2435 1.7956 -3.8926
C -1.2385 4.0148 1.5191
H 1.2634 2.2215 3.3918
H -0.8558 5.5465 0.0782
H 6.7620 2.4005 3.3707
H 4.1636 -1.9798 -3.6903
H 5.2014 -1.4362 -2.3696
F -5.1819 -0.9302 -0.1001
H 3.5055 -6.6973 2.1573
H 1.1069 2.7618 5.8243
H 1.5268 -3.3845 -2.8812
C 3.9432 2.8806 -1.8555
H -1.9583 -2.2658 0.5912
H 0.4262 1.1537 6.1476
H 1.4260 -3.3051 3.4685
H 4.8505 -5.4012 -1.3016
C -1.6972 2.2073 -5.8928
C -4.0845 1.7245 3.9129
H -1.7209 0.1573 -5.1867
H 5.6368 -4.3925 -2.5194
C 4.2713 4.3800 4.4958
H 6.5161 -2.2006 2.8278
P -1.7096 1.6988 2.8204
N 2.2964 1.0197 -2.2739
H 3.0670 0.2104 2.5398
C 0.5963 1.6741 4.0557
H -1.6371 4.1007 -0.5919
H -4.7450 4.5097 -7.4614
H -4.9852 2.3369 3.8526
C 4.8721 2.6360 2.4496
C 2.1320 -4.1314 3.3800
H -3.4281 4.9530 -8.5423
C 5.7917 2.8870 3.4328
O 1.6589 3.3347 -2.2487
F -4.2709 0.9301 0.8650
H 0.0603 -4.7159 0.8065
O -1.1307 -2.7222 0.7890
Si 4.4850 -1.5907 1.5856
O -1.8776 -1.5990 -3.4431
C -0.3680 5.1415 -3.8212
C -3.7564 4.9726 -7.4998
H -3.8646 6.0168 -7.2045
H -0.4744 4.3094 2.2387
As 2.7148 -2.5729 0.3945
C -0.5156 -1.7157 3.7387
H 3.0238 -1.2527 3.5457
H 4.8152 0.1091 -0.2091
H -2.4507 -0.8670 -3.1742
C 2.6188 2.8663 1.4597
C 0.8789 -5.4273 0.9283
H 1.7921 -4.8909 -1.9964
H 0.7026 4.9436 -3.8951
C 5.5150 3.7537 4.5031
H 2.8815 2.1466 0.6939
C 5.7093 -2.7900 2.3790
H -4.6256 0.8849 5.8174
H -3.1290 2.3250 -7.4704
C 2.6406 2.1740 -2.1218
H -2.0450 -2.2554 -2.7574
Cl 1.8313 5.0331 3.5756
C 3.5438 3.2053 2.4221
H -0.5503 6.1984 -4.0221
C -1.5035 0.7271 -6.0912
H -2.9048 0.7282 5.4285
P -4.2068 0.2506 -0.5940
H 1.7201 -4.9939 3.9128
Si 3.6368 -3.2311 -1.6652
O -3.0506 2.4967 3.3061
C 4.1789 -1.7225 -2.6249
O 0.7718 -1.2444 -2.1804
H 5.2478 -3.3779 3.1743
S -0.9919 -1.6343 5.1824
H 3.5316 -0.8538 -2.4786
O -1.3305 2.5706 1.5209
H 6.1510 -3.4749 1.6531
F -4.0944 -0.4639 -2.0507
H 2.0927 1.3238 5.5404
H -3.5463 2.2939 5.9237
H 4.0179 -6.2061 0.5408
H 1.6601 3.3608 1.3947
H -2.1814 6.0065 -5.5377
```

(3)
Below is a cluster of 10 separate species, C34H68Cl6O14 in total at a distorted geometry, with properties calculated with wB97M-V/def2-TZVPD.

The charge is 0. The value obtained for the LUMO energy is 0.470 eV. The HOMO-LUMO gap comes out at 10.545 eV. For the total energy, the calculation gives -140161.163 eV. Its structure (SMILES) is CCOC(C)=O.CCOC(C)=O.CCOC(C)=O.CCOC(C)=O.CCOC(C)=O.CCOC(C)=O.CCOC(C)=O.ClCCCl.ClCCCl.ClCCCl. The value obtained for the HOMO energy is -10.075 eV.

Geometry as XYZ:
```
122
C34H68Cl6O14 wB97M-V/def2-TZVPD
H 0.4684 5.8853 -1.2864
C -1.2608 1.0505 0.1868
H -3.5650 -2.6662 5.2305
H 2.9957 0.9830 -6.6237
Cl -6.5312 -0.7345 2.4824
C -0.2755 -6.0373 -0.1859
H 3.6382 -5.3934 0.0585
H 0.4249 -0.7569 4.5192
C 0.7985 -1.7474 4.5346
C 1.0601 3.3661 -3.9626
H 6.2269 -1.1279 3.0270
O 0.9015 -3.7742 -1.0297
O 4.2040 -2.4218 2.4925
H -4.6623 0.0215 4.5197
O 1.8661 -1.1805 -3.3878
H 4.1077 2.6605 1.1953
H 0.3821 6.4345 3.8555
H 0.1686 -0.2376 1.1903
C 3.0817 2.0009 -6.7704
C 3.5024 3.4144 1.6842
H -4.6096 0.1589 1.4743
O -0.2184 4.6992 1.9441
H 0.3233 -0.8339 -4.7219
H -3.6193 -3.6096 -7.5128
C 1.7709 2.9940 3.1418
C 3.4273 4.7472 0.9713
O 1.5853 2.9751 -5.2659
O 2.9946 -0.9728 3.7587
H 0.0880 4.5620 -0.1345
O -4.3229 -2.5130 -5.2649
H 1.5958 4.3040 -3.6461
H -0.6840 4.1626 -4.7729
H -1.7440 1.5245 1.0723
H -0.1619 -3.1472 -5.1173
H -3.9081 -3.6198 6.7293
H -0.1645 2.9479 4.1416
C -0.2067 5.5252 -0.4971
O 3.6615 2.5975 -4.4357
H -2.3127 4.9827 -0.0950
H 3.2509 5.6185 1.6292
H -2.2677 -5.4603 0.4830
H -2.0004 -1.8120 7.1016
H -0.4390 -7.1193 -0.1564
H -0.8972 7.3121 3.0423
C 2.8700 2.5560 -5.3483
H 1.5141 -1.6671 2.3981
H 0.6481 -3.6356 -3.7629
H -0.0380 -2.4636 4.3531
H -3.6360 -0.9424 3.6048
C -1.1184 -5.2097 0.7046
H -1.6271 -2.9932 -2.9080
C -2.6865 -3.1112 -3.2304
H 3.9738 3.5096 2.6133
H -3.0704 -2.0893 -3.4241
H -0.4243 -0.8500 -0.3374
C -1.6704 5.6626 -0.7623
C 5.3454 -0.6315 3.3981
H 1.2708 -1.8374 5.5111
C -5.0837 0.2902 2.4199
C 4.1534 -1.4611 3.2415
H -0.1241 -1.4944 -3.0713
O 0.1036 6.4439 0.6030
H 0.8302 7.8047 2.6790
H -5.3851 1.3108 2.6379
H 4.1256 2.1353 -7.0440
H 3.5433 1.0006 -2.4878
C -4.0990 0.0584 3.6091
C 0.4698 2.3328 3.5003
C -0.3968 3.4180 -4.0954
C -3.0640 -1.5753 6.9989
C -3.9210 -2.5808 6.2742
C 1.5695 -4.6576 -0.4933
C 3.0601 -4.4987 -0.3143
H -4.5952 -3.7263 -2.4292
C -3.5116 -3.8712 -2.1723
Cl -3.5814 -1.2844 8.6721
C 1.8744 -1.8722 3.4724
H -1.0219 -4.1326 0.5884
H -0.0749 1.9611 2.6589
H -2.0293 6.6702 -0.8350
C 0.7113 -2.8802 -4.5003
O 2.2146 2.7181 1.9180
O 1.1165 -5.7941 -0.0193
H -2.4994 -4.8598 -6.6730
H -3.3836 -3.3278 -1.2286
H 1.3545 2.6029 -3.2507
H -0.5615 -5.7213 -1.1543
H 0.6171 1.5230 4.1980
H -0.4333 1.6694 -0.2576
H 3.1415 -3.7114 0.3945
O 0.8687 0.3972 -2.0938
C 0.5724 -1.5264 -3.9325
C 0.1180 6.9604 2.9399
H 5.2810 -0.2776 4.3935
H 1.6747 -3.0702 -4.9487
H -3.3347 -4.9237 -1.9977
Cl -1.8015 -1.3743 1.5059
C -0.0019 5.9318 1.8293
H 3.8085 -0.7248 -1.9027
O 2.3560 3.6693 3.9874
H 2.3178 2.3663 -7.4288
C -3.4478 -4.2477 -6.6228
C -0.6875 -0.2938 0.5423
H -0.8406 3.7199 -3.1629
H -4.3154 -4.9436 -6.5591
Cl -2.5596 0.8243 -1.1100
H 3.5327 -4.2370 -1.2664
H 3.0811 0.5347 -0.8949
C 3.1800 0.1722 -1.8973
Cl -2.9063 1.4030 3.6822
H -1.8113 5.2677 -1.7496
Cl -5.7436 -2.2474 6.1636
H 4.4496 4.9318 0.5156
H -0.9784 -5.4143 1.7336
C 1.8591 -0.1909 -2.4416
H -3.1311 -0.5681 6.4250
H -0.8481 2.4313 -4.3304
H 2.3007 -2.8854 3.4267
O -2.6215 -3.7598 -4.4878
H 5.2903 0.1874 2.7590
C -3.5195 -3.3978 -5.4290
H 2.7141 4.7353 0.1046
```